DFT (wB97M-V/def2-TZVPD) results for a molecular structure, C11H25F3NO7S2Si.

Geometry (Å):
C: 4.01167 0.80935 0.94501
C: 3.01984 -0.27290 0.53879
O: 2.22023 -0.61165 1.65872
C: 1.04596 -1.30992 1.28959
C: 0.20764 -1.53143 2.53151
C: -1.07758 -2.31264 2.25906
C: -2.03339 -1.67566 1.24418
C: -2.61707 -0.31024 1.69816
Si: -2.17747 1.20173 0.66384
C: -0.53465 1.99500 1.15205
C: -0.61511 3.49032 1.47089
C: 0.66638 3.99421 2.10717
F: 0.85815 5.35345 1.82535
C: -2.15338 0.69276 -1.15944
O: -0.85623 0.19338 -1.52185
O: -0.18586 1.28860 -2.17214
H: 4.00604 1.64377 0.24271
H: 3.73470 1.19199 1.92793
H: 5.03157 0.43029 1.00704
H: 3.52690 -1.17027 0.16473
H: 2.36513 0.06049 -0.27855
H: 1.29459 -2.27556 0.82448
H: 0.50087 -0.72911 0.53651
H: -0.03329 -0.56189 2.97921
H: 0.81928 -2.06209 3.26566
H: -0.81661 -3.31921 1.91618
H: -1.61328 -2.43497 3.20642
H: -2.85209 -2.37884 1.07997
H: -1.53565 -1.59272 0.27401
H: -2.35842 -0.12140 2.74727
H: -3.71026 -0.36010 1.67317
H: -3.24613 2.22177 0.87886
H: -0.16270 1.45884 2.03174
H: 0.21022 1.83273 0.36912
H: -0.78586 4.07445 0.56223
H: -1.45986 3.69012 2.13534
H: 0.64173 3.90308 3.19577
H: 1.53858 3.45693 1.72740
H: -2.84044 -0.13943 -1.34567
H: -2.43421 1.48445 -1.85601
H: 0.70039 1.19835 -1.79682
N: -0.30818 -1.52116 -4.61643
S: 1.21044 -1.87658 -4.89698
O: 1.43489 -2.53401 -6.14502
O: 1.95008 -2.30827 -3.75308
F: 1.68836 -0.38573 -5.13352
S: -1.34540 -2.65296 -4.30104
O: -2.66106 -2.09927 -4.30526
O: -0.96865 -3.54376 -3.24749
F: -1.30080 -3.57433 -5.60076

The spin multiplicity is 1. The calculation puts the frontier orbital gap at 0.32518 hartree. The charge is -1.

Taken from the natural (NBO) analysis, the atomic charges in e are: number 1, C, carries -0.635; number 2, C, carries -0.058; number 3, O, carries -0.550; number 4, C, carries -0.071; number 5, C, carries -0.414; number 6, C, carries -0.387; number 7, C, carries -0.404; number 8, C, carries -0.878; number 9, Si, carries 1.372; number 10, C, carries -0.870; number 11, C, carries -0.432; number 12, C, carries 0.064; number 13, F, carries -0.383; number 14, C, carries -0.519; number 15, O, carries -0.295; number 16, O, carries -0.447; number 17, H, carries 0.209; number 18, H, carries 0.222; number 19, H, carries 0.207; number 20, H, carries 0.174; number 21, H, carries 0.155; number 22, H, carries 0.173; number 23, H, carries 0.176; number 24, H, carries 0.191; number 25, H, carries 0.208; number 26, H, carries 0.207; number 27, H, carries 0.193; number 28, H, carries 0.210; number 29, H, carries 0.214; number 30, H, carries 0.224; number 31, H, carries 0.236; number 32, H, carries -0.206; number 33, H, carries 0.227; number 34, H, carries 0.233; number 35, H, carries 0.220; number 36, H, carries 0.200; number 37, H, carries 0.157; number 38, H, carries 0.160; number 39, H, carries 0.227; number 40, H, carries 0.227; number 41, H, carries 0.460; number 42, N, carries -1.243; number 43, S, carries 2.522; number 44, O, carries -0.941; number 45, O, carries -0.944; number 46, F, carries -0.506; number 47, S, carries 2.528; number 48, O, carries -0.951; number 49, O, carries -0.951; number 50, F, carries -0.512

---

DFT (wB97M-V/def2-TZVPD) results for 4 unconnected molecules or ions with the total composition C11H25FN3O7P in a non-equilibrium geometry.

Geometry (Å):
C: 1.31878 0.25782 -3.38548
C: 1.54917 1.33283 -2.60999
O: 2.17595 1.27122 -1.39241
P: 2.32605 2.70918 -0.67134
O: 3.28108 3.55615 -1.32272
O: 0.90635 3.35681 -0.50844
O: 2.79576 2.52189 0.89409
F: 3.40953 1.27402 1.01871
H: 1.89739 0.17264 -4.29551
H: 0.58136 -0.50018 -3.18889
H: 1.21846 2.31340 -2.93400
H: 0.51798 3.57727 -1.36429
C: -1.92549 1.62045 4.37422
N: -2.25683 1.98997 3.00387
C: -1.49210 2.65336 2.10124
C: -0.11082 3.08007 2.53995
O: -1.92074 2.88752 0.97981
H: -1.99006 0.54235 4.47836
H: -2.65024 2.08102 5.04800
H: -0.92901 1.94224 4.64991
H: -3.16349 1.73543 2.64703
H: 0.37537 3.59353 1.72272
H: -0.17767 3.76339 3.38734
H: 0.48594 2.20793 2.80961
C: -0.91019 -4.07698 6.59918
N: -0.63436 -2.65167 6.62830
C: -1.48382 -1.62317 6.37537
C: -2.90942 -1.96690 6.01332
O: -1.09271 -0.46884 6.44242
H: -0.70444 -4.50448 7.58173
H: -0.25694 -4.55613 5.86838
H: -1.94271 -4.27546 6.33547
H: 0.29821 -2.35117 6.86283
H: -3.45934 -1.04681 5.84265
H: -2.93875 -2.56469 5.10151
H: -3.38897 -2.51211 6.82660
C: -0.25348 -1.93462 -8.44955
N: 0.64571 -2.18496 -7.33770
C: 1.82980 -1.57907 -7.05701
C: 2.30465 -0.50071 -8.00102
O: 2.47195 -1.90715 -6.07367
H: -1.22899 -1.63315 -8.06439
H: -0.37700 -2.85178 -9.02790
H: 0.12742 -1.15476 -9.09896
H: 0.39064 -2.89283 -6.66799
H: 3.25532 -0.11815 -7.64428
H: 2.44646 -0.90577 -9.00354
H: 1.58825 0.32107 -8.03356

The spin multiplicity is 1. The calculation puts the frontier orbital gap at 0.29553 hartree. The charge is 0.

Taken from the natural (NBO) analysis, the atomic charges in e are: number 1, C, carries -0.579; number 2, C, carries 0.212; number 3, O, carries -0.746; number 4, P, carries 2.494; number 5, O, carries -1.071; number 6, O, carries -0.970; number 7, O, carries -0.381; number 8, F, carries -0.102; number 9, H, carries 0.246; number 10, H, carries 0.225; number 11, H, carries 0.150; number 12, H, carries 0.524; number 13, C, carries -0.408; number 14, N, carries -0.616; number 15, C, carries 0.677; number 16, C, carries -0.723; number 17, O, carries -0.651; number 18, H, carries 0.208; number 19, H, carries 0.194; number 20, H, carries 0.218; number 21, H, carries 0.395; number 22, H, carries 0.246; number 23, H, carries 0.226; number 24, H, carries 0.228; number 25, C, carries -0.411; number 26, N, carries -0.613; number 27, C, carries 0.678; number 28, C, carries -0.725; number 29, O, carries -0.637; number 30, H, carries 0.199; number 31, H, carries 0.200; number 32, H, carries 0.211; number 33, H, carries 0.403; number 34, H, carries 0.242; number 35, H, carries 0.228; number 36, H, carries 0.230; number 37, C, carries -0.411; number 38, N, carries -0.617; number 39, C, carries 0.676; number 40, C, carries -0.723; number 41, O, carries -0.630; number 42, H, carries 0.198; number 43, H, carries 0.197; number 44, H, carries 0.212; number 45, H, carries 0.401; number 46, H, carries 0.246; number 47, H, carries 0.226; number 48, H, carries 0.226

---

DFT (wB97M-V/def2-TZVPD) results for a molecular structure, C11H25N3O4ReS3Se in a non-equilibrium geometry.

Geometry (Å):
Re: -1.31449 0.05747 0.19495
C: 1.23428 3.78509 0.31898
C: -0.26822 3.97893 0.26247
S: -1.52408 2.61786 0.22745
C: -2.27732 2.65814 1.87500
C: -1.40835 2.08476 2.97504
S: -0.69681 0.45566 2.51734
C: 1.10061 0.63635 2.67652
C: 1.81970 1.42103 1.59951
S: 1.87371 3.20481 1.90194
H: 1.66622 4.77631 0.16847
H: 1.61713 3.16558 -0.49236
H: -0.53542 4.51182 -0.65137
H: -0.59279 4.58497 1.10868
H: -3.19472 2.08460 1.75205
H: -2.56932 3.68365 2.10545
H: -1.98238 1.95838 3.89124
H: -0.53814 2.70896 3.17765
H: 1.44708 -0.39892 2.68398
H: 1.26501 1.02277 3.68369
H: 1.31411 1.27868 0.64323
H: 2.83317 1.03118 1.49312
O: -1.96361 -0.87006 -1.60900
Se: -3.42966 -0.91808 -0.75660
O: -4.76935 -1.56338 -1.25177
O: -2.61994 -1.38122 0.71018
O: -3.27529 0.69422 -0.26238
C: 1.22433 0.26178 -1.79842
N: 0.89439 -1.14925 -1.96437
C: 0.64813 -1.59778 -3.34548
C: 0.58074 -1.90701 -0.90776
N: 0.14891 -1.28111 0.24104
N: 0.69266 -3.22632 -0.92873
C: -0.02354 -4.07503 0.03158
C: 1.66542 -3.94105 -1.76722
H: 1.54511 0.65517 -2.76013
H: 2.02973 0.39858 -1.07977
H: 0.35864 0.89338 -1.52632
H: 0.04935 -0.83650 -3.84300
H: 0.07618 -2.51867 -3.33986
H: 1.58027 -1.73968 -3.88943
H: 0.19704 -1.90030 1.04264
H: 0.60974 -4.31975 0.88658
H: -0.28907 -5.00112 -0.47329
H: -0.94563 -3.59868 0.35802
H: 2.34306 -3.24317 -2.24493
H: 1.16056 -4.54660 -2.51814
H: 2.24287 -4.59646 -1.11645

The spin multiplicity is 2. As for the expectation value of S²: 0.779. The energy relative to the best compared isomer or geometry (same formula, charge and spin) comes out at 0.000 eV. The calculation puts the frontier orbital gap (alpha / beta) at 0.23521 / 0.24148 hartree. The charge is +2.

Taken from the natural (NBO) analysis, the atomic charges in e are: number 1, Re, carries 1.292; number 2, C, carries -0.559; number 3, C, carries -0.508; number 4, S, carries 0.437; number 5, C, carries -0.537; number 6, C, carries -0.532; number 7, S, carries 0.441; number 8, C, carries -0.535; number 9, C, carries -0.560; number 10, S, carries 0.260; number 11, H, carries 0.278; number 12, H, carries 0.226; number 13, H, carries 0.263; number 14, H, carries 0.255; number 15, H, carries 0.275; number 16, H, carries 0.278; number 17, H, carries 0.276; number 18, H, carries 0.265; number 19, H, carries 0.250; number 20, H, carries 0.270; number 21, H, carries 0.202; number 22, H, carries 0.253; number 23, O, carries -0.947; number 24, Se, carries 2.644; number 25, O, carries -0.803; number 26, O, carries -0.865; number 27, O, carries -0.945; number 28, C, carries -0.388; number 29, N, carries -0.404; number 30, C, carries -0.409; number 31, C, carries 0.705; number 32, N, carries -0.821; number 33, N, carries -0.354; number 34, C, carries -0.435; number 35, C, carries -0.416; number 36, H, carries 0.258; number 37, H, carries 0.228; number 38, H, carries 0.165; number 39, H, carries 0.233; number 40, H, carries 0.232; number 41, H, carries 0.226; number 42, H, carries 0.408; number 43, H, carries 0.223; number 44, H, carries 0.250; number 45, H, carries 0.228; number 46, H, carries 0.228; number 47, H, carries 0.232; number 48, H, carries 0.237